A molecular structure, C26H35HfO5S at a distorted geometry. Source: OMol25; level of theory: wB97M-V/def2-TZVPD.

Structure (XYZ):
```
68
Properties=species:S:1:pos:R:3:forces:R:3:nbo_charge:R:1
O 0.527183 -0.767234 -4.179183 0.157 0.861 -1.809 -0.59
C 0.808587 0.439369 -5.001956 0.226 0.751 0.721 -0.07
C 0.666503 -0.263959 -6.345862 -0.021 0.405 0.929 -0.47
H 1.822026 0.852395 -4.846328 -0.427 -0.240 0.313 0.19
H 0.057745 1.214442 -4.786742 0.261 -0.117 -0.160 0.17
C 0.447395 -1.492125 -5.464842 -0.281 -1.152 -0.871 0.28
H 1.594607 -0.284914 -6.914019 -0.249 0.018 -0.173 0.22
H -0.191945 0.068958 -6.926242 0.145 -0.147 -0.098 0.22
C 1.615506 -2.439623 -5.571014 0.021 -0.290 0.223 -0.63
H 2.549261 -1.883773 -5.445022 -0.045 -0.132 -0.045 0.21
H 1.620878 -2.944708 -6.544297 0.030 0.113 0.191 0.23
H 1.550498 -3.190174 -4.781264 0.079 -0.100 -0.037 0.21
C -0.889531 -2.170198 -5.736528 0.184 -0.235 0.320 -0.63
H -1.732407 -1.465869 -5.688283 0.277 -0.181 -0.009 0.21
H -1.050970 -2.985299 -5.021863 -0.110 0.112 -0.055 0.21
H -0.846460 -2.623394 -6.741997 -0.090 0.262 0.355 0.23
Hf 0.097927 -0.832752 0.460706 -1.315 2.881 1.463 2.27
C -1.588918 -1.393160 1.991351 -1.791 0.074 -0.123 -0.52
C -2.076945 -0.121702 2.475035 -0.031 -1.243 -0.781 -0.15
C -2.848705 0.480236 1.465614 -0.031 0.027 -0.373 -0.28
H -1.990545 0.246281 3.490667 0.310 -0.002 -0.160 0.25
C -2.824905 -0.325982 0.306517 0.121 -0.872 0.669 -0.20
C -2.083782 -1.531052 0.616285 -1.445 0.396 0.521 -0.57
H -2.249535 -2.478052 0.111594 0.123 0.236 0.043 0.27
H -1.289805 -2.229026 2.630890 0.131 0.526 -0.334 0.30
H -3.502958 1.348880 1.585805 0.642 -0.103 -0.081 0.24
H -3.419198 -0.147690 -0.602553 0.562 -0.090 0.473 0.23
C 1.504055 -2.738903 1.100672 0.615 -1.038 -1.847 -0.31
C 0.350397 -3.251968 0.431569 1.120 -0.174 -0.257 -0.31
C 0.338263 -2.737706 -0.901957 1.022 -0.354 -0.305 -0.39
H -0.303396 -4.013807 0.860584 0.009 0.536 -0.218 0.27
C 1.486984 -1.876697 -1.057356 0.489 -1.401 -0.085 -0.43
C 2.210997 -1.886426 0.180985 -0.109 -1.396 -0.264 -0.34
H 3.202704 -1.469363 0.364121 -0.573 0.204 0.035 0.28
H 1.910026 -3.175371 2.007788 -0.352 0.744 0.042 0.30
H -0.316741 -3.060180 -1.712747 0.002 0.428 0.396 0.27
H 1.824498 -1.425882 -1.990998 -0.343 0.056 0.287 0.29
O -0.204953 0.940322 -0.844436 0.277 1.380 -0.152 -0.65
C -0.962324 1.013947 -2.110302 0.798 -0.243 -0.603 -0.07
C -1.393061 2.457952 -2.288200 -0.603 0.019 0.383 -0.42
H -1.719774 0.228600 -2.158278 0.009 0.305 0.403 0.23
H -0.233173 0.781393 -2.881324 -0.046 -0.192 0.130 0.22
C -0.368627 3.276535 -1.490801 0.109 0.485 0.519 -0.44
H -2.391452 2.633638 -1.871701 0.138 -0.073 -0.259 0.23
H -1.381726 2.746287 -3.350320 -0.146 -0.255 0.394 0.24
C 0.566524 2.268066 -0.829811 -0.020 -1.065 -0.264 -0.05
H -0.846685 3.898746 -0.718687 0.052 -0.272 -0.348 0.23
H 0.174956 3.958788 -2.155789 0.082 -0.250 0.299 0.24
H 0.850358 2.465621 0.211360 -0.189 -0.090 -0.328 0.22
H 1.456694 2.093179 -1.450669 -0.180 -0.040 0.307 0.20
C -0.455295 3.318756 7.416576 -0.153 0.199 0.182 -0.64
C 0.031527 2.289976 6.431329 0.229 -0.048 -0.057 0.01
C 0.326178 0.980340 6.827214 0.118 -0.111 0.026 -0.21
C 0.816825 0.049108 5.922555 0.029 0.063 -0.405 -0.18
C 1.016467 0.438831 4.595496 -0.021 -0.285 0.080 -0.27
C 0.763360 1.738931 4.178271 -0.024 -0.225 0.083 -0.21
C 0.255008 2.641090 5.099309 0.114 0.137 -0.006 -0.21
S 1.525766 -0.805493 3.434915 -0.321 0.714 0.387 2.39
O 2.958995 -0.893203 3.370428 -0.556 -0.121 -0.216 -0.91
O 0.760860 -2.006710 3.708085 0.612 0.783 0.010 -0.94
O 0.980697 -0.122477 2.114962 0.668 -0.191 0.475 -1.09
H -1.322601 2.955808 7.982768 0.157 0.065 -0.164 0.23
H 0.314617 3.580672 8.158167 -0.116 -0.178 -0.273 0.24
H -0.737028 4.246964 6.902817 0.020 -0.262 0.147 0.22
H 0.186079 0.672072 7.859769 -0.040 0.132 -0.096 0.23
H 1.048759 -0.977790 6.206491 -0.176 0.298 0.066 0.24
H 0.951526 2.035770 3.149974 -0.100 -0.058 0.241 0.22
H 0.052186 3.650731 4.760679 -0.034 0.018 0.141 0.22
```
Positions in Å, forces in eV/Å.

energy	-1833.90282	a.u.
Kohn-Sham gap	8.381	eV
spin multiplicity	1
LUMO energy	-3.13	eV
E_HOMO	-11.5	eV
total charge	+1
energy above the lowest of the compared OMol25 structures with the same formula, charge and spin	0.0	kJ/mol


C26H35N3O6 in the gas phase at a distorted geometry. Source: OMol25; level of theory: wB97M-V/def2-TZVPD.

Structure (XYZ):
```
70
Properties=species:S:1:pos:R:3:forces:R:3:nbo_charge:R:1
C -2.430478 -5.187086 5.325031 -0.162 -0.180 -0.053 -0.25
H -2.105938 -5.749870 4.443857 -0.023 0.038 0.024 0.18
O -1.514405 -4.174977 5.661350 0.249 0.483 -0.024 -0.51
C -1.279052 -3.173601 4.759046 0.103 0.069 0.106 0.26
C -1.904200 -3.099199 3.527012 -0.077 0.007 -0.133 -0.30
C -1.660620 -2.022684 2.673213 0.565 0.132 0.888 -0.09
C -0.776871 -1.031780 3.072885 -0.120 -0.231 0.025 -0.20
C -0.117382 -1.096485 4.296712 -0.118 -0.153 -0.081 0.27
C -0.357267 -2.181336 5.157625 0.142 -0.097 0.105 0.23
O 0.269948 -2.209692 6.379677 -0.547 0.190 -0.311 -0.53
C 0.808421 -3.432330 6.843693 0.218 -0.272 0.254 -0.24
H 1.241412 -4.014321 6.026382 -0.013 0.022 -0.002 0.18
H 1.594039 -3.155978 7.548188 0.004 -0.052 -0.053 0.19
H 0.056138 -4.034967 7.355350 0.129 0.075 -0.062 0.19
O 0.706595 -0.040250 4.522688 -0.295 -0.163 -0.155 -0.50
C 1.583826 0.008468 5.626832 0.299 0.155 0.359 -0.24
H 2.122517 0.949410 5.512668 -0.014 -0.078 0.017 0.19
H 2.297769 -0.818734 5.612216 -0.045 0.038 0.013 0.17
H 1.044626 0.006089 6.575300 0.097 0.021 -0.101 0.19
H -0.577765 -0.195029 2.425688 0.068 0.145 -0.065 0.23
C -2.330201 -1.955162 1.394222 -0.455 0.039 -0.866 0.04
N -2.175455 -0.957141 0.619163 0.383 0.048 0.708 -0.22
N -2.797969 -0.921715 -0.563399 -0.751 -0.970 -0.337 -0.44
C -2.672563 0.125254 -1.438315 0.190 0.274 0.323 0.70
O -3.241632 0.089718 -2.506566 -0.066 0.015 -0.198 -0.60
C -1.767060 1.239393 -0.962169 -0.004 0.141 -0.348 -0.34
C -2.050252 2.538677 -1.714728 0.114 -0.012 0.169 -0.41
C -1.020400 3.599783 -1.317998 -0.243 0.007 -0.046 -0.21
N 0.351349 3.195394 -1.570420 0.022 0.192 0.048 -0.48
C 0.643139 1.958795 -0.863479 0.028 -0.271 -0.013 -0.22
C -0.312468 0.810432 -1.201186 0.067 0.245 0.142 -0.42
H -0.188895 0.525925 -2.247228 -0.013 -0.030 0.035 0.22
H -0.073007 -0.054160 -0.580950 0.051 -0.060 -0.050 0.23
H 1.667911 1.656702 -1.085750 0.037 0.013 0.084 0.21
H 0.577665 2.178149 0.207589 0.075 -0.061 0.015 0.19
C 0.718065 3.192308 -2.979177 0.334 -0.039 -0.048 -0.25
H 0.232215 4.050334 -3.450020 -0.037 0.000 -0.019 0.20
C 2.238383 3.371659 -3.110907 -0.163 -0.266 -0.279 0.06
O 2.697157 4.349317 -2.207528 0.172 0.231 -0.073 -0.73
H 2.056123 4.353679 -1.477915 -0.099 -0.072 -0.045 0.49
C 2.631389 3.832763 -4.523704 0.124 0.249 0.522 -0.06
O 2.233088 2.985539 -5.569520 -0.157 -0.277 -0.154 -0.53
C 2.941922 1.764062 -5.674655 0.027 -0.008 -0.188 -0.09
C 2.309101 0.629445 -4.905396 0.057 0.080 0.013 -0.06
C 0.965382 0.335703 -5.110810 0.070 -0.048 -0.027 -0.22
C 0.360188 -0.703800 -4.427529 -0.057 -0.016 -0.110 -0.20
C 1.096894 -1.465421 -3.533599 0.023 -0.084 0.028 -0.22
C 2.434017 -1.178037 -3.322507 -0.007 -0.128 0.093 -0.23
C 3.037126 -0.133922 -4.003995 -0.016 0.085 -0.129 -0.17
H 4.082544 0.085726 -3.836448 0.100 0.054 0.024 0.20
H 3.010213 -1.767447 -2.624239 0.044 -0.050 0.062 0.21
H 0.626449 -2.277545 -2.998909 -0.043 -0.064 0.052 0.21
H -0.686953 -0.916983 -4.586877 -0.096 -0.015 -0.009 0.22
H 0.401403 0.936316 -5.809245 -0.100 0.063 -0.066 0.22
H 3.986524 1.901297 -5.364877 -0.054 -0.024 -0.032 0.17
H 2.926667 1.516161 -6.743500 0.098 0.026 0.156 0.20
H 2.147133 4.792048 -4.724233 0.075 -0.009 0.104 0.19
H 3.720443 3.985652 -4.538399 -0.074 0.008 -0.043 0.17
H 2.741123 2.413585 -2.896113 -0.094 0.109 -0.046 0.15
H 0.414817 2.287967 -3.519461 -0.048 0.092 0.015 0.20
H -1.212960 4.532372 -1.853234 0.004 -0.003 0.073 0.20
H -1.105379 3.801521 -0.244441 -0.056 0.067 -0.013 0.19
H -2.001160 2.348677 -2.787943 -0.069 0.015 -0.037 0.22
H -3.055692 2.893630 -1.483710 -0.048 0.019 -0.071 0.22
H -1.921536 1.380678 0.111494 0.028 0.026 -0.054 0.23
H -3.397453 -1.700379 -0.853762 0.216 0.303 0.027 0.37
H -2.975003 -2.800052 1.120306 0.016 0.072 -0.041 0.15
H -2.603239 -3.860340 3.221029 -0.075 -0.117 -0.003 0.22
H -3.432718 -4.782434 5.153135 0.042 -0.015 -0.012 0.18
H -2.456106 -5.853356 6.186172 -0.037 0.013 -0.088 0.20
```
Positions in Å, forces in eV/Å.

energy	-1627.37451	a.u.
Kohn-Sham gap	8.454	eV
spin multiplicity	1
LUMO energy	0.38	eV
E_HOMO	-8.1	eV
SMILES string	COc1cc(/C=N/NC(=O)C2CCN(C[C@H](O)COCc3ccccc3)CC2)cc(OC)c1OC
energy above the lowest of the compared OMol25 structures with the same formula, charge and spin	275.4	kJ/mol


> spin multiplicity of number 2 (C26H35N3O6)?

1


> The lowest Kohn-Sham gap belongs to which entry?

C26H35HfO5S